Entry i
{
  "formula": "C4H13NO",
  "method": "wB97M-V/def2-TZVPD",
  "symbols": ["C", "C", "N", "C", "C", "H", "H", "H", "H", "H", "H", "H", "H", "H", "H", "H", "O", "H", "H"],
  "positions_angstrom": [[2.3927, -0.0197, 0.1981], [1.2416, 0.9125, 0.7192], [0.0966, 1.1106, -0.1167], [-1.2039, 0.9619, 0.5686], [-1.2982, 1.6432, 1.9247], [3.2793, 0.5098, -0.1379], [2.5472, -0.8481, 0.8799], [1.9859, -0.4649, -0.7195], [1.7093, 1.8149, 1.1411], [0.9203, 0.3253, 1.5739], [0.1379, 1.7162, -0.9201], [-1.9826, 1.3226, -0.1038], [-1.3848, -0.1095, 0.7074], [-1.2433, 2.7372, 1.9054], [-0.4792, 1.3960, 2.5953], [-2.2494, 1.3580, 2.3743], [-1.6378, -5.0184, -4.5019], [-1.7655, -5.0997, -3.5649], [-1.0661, -4.2478, -4.5232]],
  "lowdin_charge": [-0.087, -0.310, -0.096, -0.274, -0.115, 0.055, 0.057, 0.062, 0.109, 0.088, 0.105, 0.106, 0.103, 0.074, 0.053, 0.069, -0.050, 0.019, 0.031],
  "lumo_energy_ev": 0.86,
  "smiles": "CCNCC.O",
  "charge": 0,
  "homo_lumo_gap_ev": 9.208
}

***

Entry ii
{
  "formula": "C4H13NO",
  "method": "wB97M-V/def2-TZVPD",
  "symbols": ["C", "C", "O", "C", "C", "H", "H", "H", "H", "H", "H", "H", "H", "H", "H", "N", "H", "H", "H"],
  "positions_angstrom": [[0.9540, -1.4000, -2.0062], [-0.0325, -0.3046, -1.5440], [-0.6983, -0.6345, -0.3796], [-1.9071, 0.1589, -0.0134], [-1.7571, 1.6422, -0.3493], [0.6601, -2.1489, -2.7543], [0.9962, -1.9933, -1.0561], [1.9087, -0.8996, -2.3238], [0.6037, 0.6214, -1.5428], [-0.7995, -0.1365, -2.2889], [-2.9131, -0.2046, -0.4656], [-1.8433, -0.0379, 1.1681], [-2.7267, 2.0052, 0.1044], [-0.9336, 2.3760, -0.1723], [-1.8915, 1.7590, -1.4426], [2.8922, -0.0494, 3.8151], [2.6345, -0.3005, 2.7972], [2.1494, 0.4742, 4.1816], [2.7040, -0.9271, 4.2726]],
  "lowdin_charge": [-0.073, -0.353, -0.196, -0.224, -0.131, 0.065, 0.083, 0.081, 0.120, 0.103, 0.136, 0.150, 0.085, 0.088, 0.065, -0.006, 0.050, -0.034, -0.010],
  "lumo_energy_ev": 0.84,
  "smiles": "CCOCC.N",
  "charge": 0,
  "homo_lumo_gap_ev": 10.498
}

***

Last place for stability: entry ii

***

Entry i
{
  "formula": "C28H28N4O6",
  "method": "wB97M-V/def2-TZVPD",
  "symbols": ["O", "C", "O", "C", "C", "C", "C", "C", "N", "N", "C", "C", "C", "C", "O", "C", "C", "C", "C", "C", "C", "H", "H", "H", "H", "H", "H", "H", "H", "H", "H", "H", "H", "C", "N", "C", "O", "C", "C", "C", "C", "C", "C", "O", "C", "C", "N", "C", "C", "O", "H", "H", "H", "H", "H", "H", "H", "H", "H", "H", "H", "H", "H", "H", "H", "H"],
  "positions_angstrom": [[-4.0272, 1.7609, -1.4776], [-4.5211, 1.1125, -0.5703], [-5.7874, 1.3066, -0.1361], [-3.7573, 0.0272, 0.0460], [-4.3379, -1.2487, 0.1372], [-3.6365, -2.3379, 0.6743], [-4.2449, -3.6767, 0.7158], [-3.5546, -4.9480, 0.8836], [-4.3997, -5.9537, 0.8632], [-5.6251, -5.3845, 0.6865], [-5.5642, -4.0033, 0.5907], [-2.3340, -2.1238, 1.1464], [-1.7598, -0.8503, 1.0938], [-2.4627, 0.2351, 0.5521], [-1.8829, 1.4791, 0.5019], [-1.5923, 2.1334, 1.6786], [-0.7676, 3.2610, 1.5803], [-0.3969, 3.9898, 2.7154], [-0.8616, 3.5995, 3.9736], [-1.7018, 2.4887, 4.0915], [-2.0694, 1.7626, 2.9522], [-6.1110, 2.0553, -0.6590], [-5.3415, -1.3911, -0.2505], [-2.4812, -5.0564, 1.0025], [-6.4915, -5.9227, 0.6251], [-6.4002, -3.3243, 0.4516], [-1.7567, -2.9434, 1.5619], [-0.7530, -0.7007, 1.4683], [-0.4094, 3.5633, 0.6010], [0.2440, 4.8614, 2.6164], [-0.5813, 4.1661, 4.8569], [-2.0744, 2.1908, 5.0676], [-2.7322, 0.9112, 3.0698], [1.9904, -0.2386, -5.1681], [1.1809, -1.0520, -4.2629], [1.2968, -1.3152, -2.9524], [0.4809, -2.1023, -2.4863], [2.3560, -0.6915, -1.9968], [1.6841, -0.1625, -0.7116], [2.5657, 0.3183, 0.4392], [3.9574, 0.0810, 0.4919], [4.7094, 0.5114, 1.6026], [4.0771, 1.1656, 2.6792], [4.8075, 1.5585, 3.7551], [2.6856, 1.3926, 2.6398], [1.9423, 0.9664, 1.5231], [3.2227, 0.3651, -2.5374], [4.4118, 0.1494, -3.0952], [5.2047, 1.3741, -3.4809], [4.8677, -0.9664, -3.2992], [3.0005, -0.6468, -5.2356], [1.5496, -0.2577, -6.1659], [2.0224, 0.7962, -4.8274], [0.4131, -1.5526, -4.6835], [2.9904, -1.5281, -1.7019], [1.0150, 0.6534, -0.9895], [1.0618, -0.9592, -0.3030], [4.4602, -0.4507, -0.3026], [5.7721, 0.3272, 1.6499], [4.2578, 1.9189, 4.4508], [2.1890, 1.8851, 3.4619], [0.8761, 1.1205, 1.5033], [2.9330, 1.3177, -2.3941], [5.4822, 1.9143, -2.5777], [4.6047, 2.0109, -4.1273], [6.1038, 1.0585, -4.0083]],
  "lowdin_charge": [0.121, -0.462, 0.123, -0.057, 0.054, -0.162, -0.182, -0.101, 0.029, -0.034, -0.045, 0.007, 0.018, -0.205, 0.032, -0.252, -0.023, -0.083, -0.106, -0.077, -0.007, 0.129, 0.121, 0.108, 0.153, 0.122, 0.112, 0.116, 0.121, 0.105, 0.097, 0.104, 0.116, -0.067, 0.041, -0.433, 0.038, -0.178, -0.094, -0.201, -0.018, 0.000, -0.317, 0.049, -0.004, -0.028, 0.088, -0.593, 0.009, 0.046, 0.079, 0.086, 0.074, 0.140, 0.153, 0.127, 0.114, 0.102, 0.111, 0.099, 0.103, 0.080, 0.152, 0.084, 0.078, 0.087],
  "lumo_energy_ev": 0.55,
  "smiles": "O=C(O)c1cc(-c2cn[nH]c2)ccc1Oc1ccccc1.CNC(=O)[C@H](Cc1ccc(O)cc1)NC(C)=O",
  "charge": 0,
  "homo_lumo_gap_ev": 8.907
}

***

Entry ii
{
  "formula": "C28H28N4O6",
  "method": "wB97M-V/def2-TZVPD",
  "symbols": ["C", "N", "C", "O", "C", "C", "C", "C", "C", "C", "C", "C", "N", "C", "C", "C", "O", "C", "C", "C", "C", "N", "O", "O", "C", "C", "C", "C", "C", "C", "N", "O", "O", "C", "C", "C", "C", "C", "H", "H", "H", "H", "H", "H", "H", "H", "H", "H", "H", "H", "H", "H", "H", "H", "H", "H", "H", "H", "H", "H", "H", "H", "H", "H", "H", "H"],
  "positions_angstrom": [[1.5582, -4.7792, -2.4903], [1.5974, -3.6021, -1.6532], [2.7372, -3.2254, -0.9915], [3.7948, -3.8522, -1.0233], [2.4633, -1.9213, -0.2566], [3.3591, -0.7891, -0.7188], [4.8301, -1.0559, -0.5198], [5.7069, -1.0049, -1.6067], [7.0539, -1.3454, -1.4465], [7.5376, -1.6865, -0.1727], [6.6733, -1.6699, 0.9327], [5.3219, -1.3467, 0.7551], [1.0398, -1.6563, -0.5356], [0.4571, -0.5179, -0.0454], [-0.8311, -0.0858, -0.1633], [-1.6252, 0.8511, 0.7072], [-1.2024, 2.3497, 0.3493], [-1.3990, 3.3315, 1.3216], [-2.2780, 4.3363, 0.8918], [-2.4665, 5.4665, 1.6806], [-1.8715, 5.5277, 2.9674], [-2.4397, 6.3742, 3.9603], [-1.9967, 6.3020, 5.1299], [-3.3891, 7.1335, 3.6534], [-0.8969, 4.5742, 3.3486], [-0.6931, 3.4277, 2.5419], [-3.1256, 0.8441, 0.3870], [-4.0089, 1.6154, 1.1923], [-5.3436, 1.7743, 0.8651], [-5.9052, 0.9144, -0.1374], [-7.2823, 1.0354, -0.4360], [-7.8108, 0.2584, -1.2665], [-7.9282, 1.9407, 0.1465], [-5.0770, 0.0190, -0.8532], [-3.6913, 0.0653, -0.6551], [0.4527, -2.7139, -1.3991], [-0.0597, -2.1748, -2.7439], [-0.6590, -3.5339, -0.7125], [2.5542, -5.2295, -2.5453], [0.8617, -5.5418, -2.0987], [1.2380, -4.5327, -3.5189], [2.5955, -2.1262, 0.8314], [3.1709, -0.6179, -1.7847], [3.0804, 0.1221, -0.1805], [5.3130, -0.7296, -2.5888], [7.7213, -1.3525, -2.3119], [8.5917, -1.9647, -0.0425], [7.0469, -1.9191, 1.9316], [4.6345, -1.3364, 1.6073], [1.1233, 0.0704, 0.6317], [-1.4752, -0.6529, -0.8712], [-1.4210, 0.7366, 1.8710], [-2.7163, 4.1801, -0.1034], [-3.0814, 6.3159, 1.3203], [-0.3320, 4.7535, 4.2884], [0.0687, 2.6891, 2.8065], [-3.6712, 2.1053, 2.1249], [-5.9729, 2.4687, 1.3472], [-5.5161, -0.6768, -1.5507], [-3.1269, -0.5890, -1.3104], [0.7852, -1.7542, -3.3144], [-0.5023, -2.9949, -3.3230], [-0.8133, -1.3973, -2.5759], [-0.2144, -4.1386, 0.0943], [-1.4217, -2.8551, -0.2970], [-1.1233, -4.2127, -1.4405]],
  "lowdin_charge": [-0.018, -0.036, -0.370, 0.078, -0.181, -0.095, -0.238, -0.042, -0.077, -0.089, -0.076, -0.044, 0.000, -0.064, -0.059, -0.158, -0.067, -0.297, -0.009, 0.023, -0.170, -0.327, 0.045, 0.050, 0.022, 0.010, -0.129, -0.017, 0.037, -0.143, -0.322, 0.058, 0.054, 0.029, -0.005, -0.459, -0.002, 0.001, 0.096, 0.096, 0.093, 0.166, 0.130, 0.117, 0.113, 0.103, 0.103, 0.104, 0.113, 0.143, 0.051, 0.181, 0.135, 0.132, 0.130, 0.117, 0.132, 0.105, 0.117, 0.094, 0.101, 0.083, 0.070, 0.099, 0.079, 0.084],
  "lumo_energy_ev": -1.26,
  "smiles": "CN1C(=O)[C@@H](Cc2ccccc2)N(/C=C/[C@@H](Oc2ccc([N+](=O)[O-])cc2)c2ccc([N+](=O)[O-])cc2)C1(C)C",
  "charge": 0,
  "homo_lumo_gap_ev": 7.400
}

***

Last place for stability: entry ii

***

Entry i
{
  "formula": "C2HF3N2",
  "method": "wB97M-V/def2-TZVPD",
  "symbols": ["F", "C", "F", "F", "N", "C", "N", "H"],
  "positions_angstrom": [[0.6832, -1.5789, -1.3124], [0.6874, -0.6225, -0.4566], [1.6162, 0.2705, -0.8082], [1.1008, -1.0685, 0.6926], [-0.6016, 0.1634, -0.4808], [-0.9371, 0.9644, 0.6217], [-1.7579, 0.0399, 0.4861], [-0.7909, 1.8316, 1.2576]],
  "lowdin_charge": [0.210, -0.737, 0.138, 0.176, 0.026, -0.128, 0.183, 0.132],
  "lumo_energy_ev": 0.62,
  "smiles": "FC(F)(F)N1C=N1",
  "charge": 0,
  "homo_lumo_gap_ev": 10.678
}

***

Entry ii
{
  "formula": "C2HF3N2",
  "method": "wB97M-V/def2-TZVPD",
  "symbols": ["C", "C", "N", "N", "F", "F", "F", "H"],
  "positions_angstrom": [[-1.4968, 0.2708, 0.4416], [1.4163, 0.0715, -0.5999], [-2.4499, -0.0982, 0.9483], [0.8145, 1.2599, -0.7682], [1.6711, -0.2348, 0.7083], [0.6055, -0.9433, -1.0734], [2.6253, -0.1377, -1.2100], [-3.1861, -0.1882, 1.5533]],
  "lowdin_charge": [-0.003, -0.801, 0.120, 0.381, 0.090, 0.061, 0.106, 0.047],
  "lumo_energy_ev": [-2.48, -2.46],
  "charge": 0,
  "homo_lumo_gap_ev": [9.264, 9.017]
}

***

Last place for stability: entry ii

***

Entry i
{
  "formula": "C4H8OSi",
  "method": "wB97M-V/def2-TZVPD",
  "symbols": ["O", "Si", "C", "C", "C", "C", "H", "H", "H", "H", "H", "H", "H", "H"],
  "positions_angstrom": [[2.7942, -0.8124, -0.0665], [1.9393, 0.5655, 0.1132], [0.1863, 0.1771, 0.0905], [-0.4969, -1.0722, 0.1660], [-1.9098, -0.4096, 0.0099], [-1.1119, 0.9199, -0.1893], [2.3190, -1.5946, 0.0180], [2.0694, 1.5858, -1.0156], [1.9410, 1.1508, 1.4393], [-0.2129, -2.0763, 0.0664], [-2.4108, -0.8162, -0.7444], [-2.4742, -0.5104, 0.9990], [-1.4824, 1.7440, 0.4151], [-1.1504, 1.1486, -1.3014]],
  "lowdin_charge": [-0.182, 0.510, -0.348, -0.042, -0.160, -0.193, 0.006, -0.010, -0.031, 0.064, 0.039, 0.126, 0.095, 0.126],
  "lumo_energy_ev": 0.77,
  "smiles": "O[SiH2]C1=CCC1",
  "charge": 0,
  "homo_lumo_gap_ev": 9.848
}

***

Entry ii
{
  "formula": "C4H8OSi",
  "method": "wB97M-V/def2-TZVPD",
  "symbols": ["C", "C", "C", "C", "O", "Si", "H", "H", "H", "H", "H", "H", "H", "H"],
  "positions_angstrom": [[1.3246, 0.2228, -0.0042], [0.8238, -1.1561, 0.0981], [0.3621, 1.3429, -0.4032], [-1.1245, -1.1904, -0.0452], [2.5195, 0.3684, 0.2553], [-1.3391, 0.6630, 0.2630], [1.2092, -1.8289, -0.7229], [1.0416, -1.5833, 1.0327], [0.7667, 2.3147, 0.0736], [0.3800, 1.5560, -1.5564], [-1.2949, -1.7434, -0.9407], [-1.1403, -1.7868, 0.7720], [-1.1641, 1.3505, 1.5924], [-2.3646, 1.4706, -0.4145]],
  "lowdin_charge": [-0.539, -0.050, -0.263, -0.170, 0.046, 0.655, 0.124, 0.077, 0.099, 0.112, 0.029, -0.026, -0.028, -0.066],
  "lumo_energy_ev": 0.71,
  "charge": 0,
  "homo_lumo_gap_ev": 9.963
}

***

Last place for stability: entry ii

***

Entry i
{
  "formula": "C5H7NS2",
  "method": "wB97M-V/def2-TZVPD",
  "symbols": ["C", "C", "C", "C", "C", "N", "S", "S", "H", "H", "H", "H", "H", "H", "H"],
  "positions_angstrom": [[1.6502, 0.8259, -0.8330], [-0.7776, 0.1380, 0.5355], [-0.1895, 0.6693, -2.4166], [-0.2483, -1.1271, 3.0024], [0.8397, 0.0707, -1.6408], [2.1127, 1.6513, -0.2329], [-2.1997, 0.3183, -0.1443], [0.4137, -0.5300, 1.4110], [-0.4538, 0.2466, -3.4244], [-1.1716, 0.6671, -1.9492], [-0.0144, 1.7018, -2.4254], [-0.6741, -0.1927, 3.6037], [0.5776, -1.6160, 3.5337], [-1.0219, -1.8505, 2.7439], [1.1568, -0.9726, -1.7636]],
  "lowdin_charge": [-0.401, -1.038, -0.169, -0.362, -0.194, 0.160, 0.740, 0.863, 0.113, -0.057, 0.077, 0.095, 0.031, 0.029, 0.115],
  "lumo_energy_ev": [-0.63, -0.57],
  "charge": 0,
  "homo_lumo_gap_ev": [6.889, 7.584]
}

***

Entry ii
{
  "formula": "C5H7NS2",
  "method": "wB97M-V/def2-TZVPD",
  "symbols": ["C", "C", "C", "C", "C", "H", "H", "H", "H", "H", "H", "H", "N", "S", "S"],
  "positions_angstrom": [[-0.2042, 1.1888, 1.2963], [0.2227, 0.1497, 0.4373], [-0.6112, -1.8553, -0.6286], [-1.7294, -1.0266, -1.3147], [-0.6311, -0.3986, -0.7938], [-1.6079, 3.2110, 0.8893], [0.4998, 1.3611, 2.2544], [-1.2656, 0.9706, 1.5991], [-0.8158, -2.0154, 0.4491], [-2.7767, -1.2381, -0.6515], [-2.2119, -0.9430, -2.4095], [-0.1194, -0.1572, -1.7044], [1.2309, -0.5215, 0.6859], [-0.0274, 2.8237, 0.4081], [1.1150, -1.9416, -0.3585]],
  "lowdin_charge": [-0.549, -0.567, -0.514, -0.104, -0.397, 0.031, 0.121, 0.095, 0.085, 0.166, 0.152, 0.130, -0.145, 0.589, 0.906],
  "lumo_energy_ev": -0.14,
  "charge": 0,
  "homo_lumo_gap_ev": 8.407
}

***

Last place for stability: entry ii

***

Entry i
{
  "formula": "C5H7NS2",
  "method": "wB97M-V/def2-TZVPD",
  "symbols": ["S", "C", "C", "S", "C", "C", "N", "C", "H", "H", "H", "H", "H", "H", "H"],
  "positions_angstrom": [[3.5300, 0.7008, -0.8496], [1.9694, 0.2989, -0.8103], [1.0749, 0.4925, 0.3704], [-0.2447, 1.8279, 0.0237], [-1.7053, 0.6343, -0.0819], [-0.9129, -0.6328, -0.3740], [-0.4156, -1.8833, 0.2100], [0.0815, -0.6134, 0.7209], [1.4900, -0.1194, -1.7062], [1.6552, 0.8417, 1.2186], [-2.2816, 0.6422, 0.9097], [-2.3742, 0.9734, -0.9081], [-0.5003, -0.5405, -1.3501], [-0.9849, -2.3012, 0.9579], [-0.3815, -0.3209, 1.6691]],
  "lowdin_charge": [0.707, -0.699, -0.556, 0.866, -0.378, -0.370, 0.114, -0.351, 0.060, 0.084, 0.099, 0.076, 0.104, 0.110, 0.135],
  "lumo_energy_ev": -0.43,
  "smiles": "S=C[C@H]1SC[C@@H]2N[C@H]21",
  "charge": 0,
  "homo_lumo_gap_ev": 8.335
}

***

Entry ii
{
  "formula": "C5H7NS2",
  "method": "wB97M-V/def2-TZVPD",
  "symbols": ["C", "C", "C", "C", "C", "H", "H", "H", "H", "H", "H", "H", "N", "S", "S"],
  "positions_angstrom": [[-0.6341, -1.0488, -0.7561], [-0.8835, 0.4294, -0.9583], [-0.7886, 1.1611, 0.3493], [1.0737, -0.4095, 0.8020], [0.8837, -0.9207, -0.6259], [-1.7968, 0.6866, -1.5205], [-0.8843, 2.2257, 0.1154], [-1.6594, 0.8942, 1.0038], [0.7939, 1.2011, 1.8920], [0.6281, -1.1884, 1.4801], [2.1425, -0.3161, 1.0712], [1.5176, -1.7817, -0.9329], [0.4705, 0.8956, 0.9895], [-1.6018, -2.2624, -1.0933], [0.7385, 0.4339, -1.8163]],
  "lowdin_charge": [-0.922, -0.527, -0.256, -0.251, -0.523, 0.123, 0.117, 0.132, 0.119, 0.128, 0.123, 0.125, -0.089, 0.746, 0.955],
  "lumo_energy_ev": 0.07,
  "charge": 0,
  "homo_lumo_gap_ev": 8.704
}

***

Last place for stability: entry i